This record from the Open Molecules 2025 dataset describes a structure of composition C39H20BrN8O2Rb. The level of theory is ωB97M-V with the def2-TZVPD basis set.

Output
F_max in eV/Å: 0.428
Charge: -2
E in Ha: -4685.0238
Energy above the lowest of the compared OMol25 structures with the same formula, charge and spin in eV: 0.000

Last column: Löwdin charge in e.
Geometry (Å):
H1 -6.519 -1.041 3.330  0.08
N1 1.539 2.680 -0.760  0.17
C1 -3.572 -2.700 3.018  -0.04
H2 0.086 3.691 1.920  0.11
C2 0.701 -1.212 -4.546  -0.72
C3 -1.792 2.222 0.176  -0.31
C4 0.535 2.675 3.761  -0.08
N2 -2.716 1.435 0.743  0.19
C5 1.419 -4.931 2.590  -0.02
C6 1.244 1.656 4.395  -0.09
H3 -5.302 0.654 1.985  0.10
N3 3.084 1.135 0.157  0.15
N4 -0.637 -2.699 1.959  0.17
H4 -0.158 3.277 4.338  0.10
C7 1.549 2.114 1.687  -0.09
H5 1.097 1.480 5.455  0.09
H6 -1.253 7.392 -0.757  0.08
H7 -3.464 6.642 0.050  0.08
C8 -5.497 -1.229 3.019  -0.12
C9 2.040 2.092 0.267  -0.32
C10 2.167 -1.300 -6.616  -0.02
C11 -2.899 -1.751 2.255  -0.12
H8 -3.076 -3.619 3.306  0.10
H9 3.348 -1.359 -8.420  0.09
C12 1.603 -3.618 2.206  -0.09
C13 0.923 -1.045 -6.056  -0.12
C14 0.167 2.894 -0.526  -0.35
N5 1.349 -1.401 1.545  0.11
C15 -0.395 5.436 -0.757  -0.05
C16 -3.519 -0.548 1.879  -0.11
O1 -0.446 -0.968 -4.120  -0.09
C17 4.011 -3.830 2.340  -0.03
Rb1 0.758 -0.497 -1.342  0.90
N6 -1.348 -0.567 1.048  0.15
H10 4.998 -3.396 2.241  0.11
C18 1.321 -0.762 -8.778  -0.70
C19 2.673 -1.662 1.680  -0.34
Br1 1.597 -0.571 -10.660  0.65
H11 2.963 -1.608 -5.949  0.11
C20 2.553 -5.699 2.845  -0.10
C21 0.643 -2.516 1.873  -0.31
C22 -2.516 0.197 1.127  -0.29
H12 2.442 -6.735 3.143  0.09
H13 2.655 0.035 4.145  0.11
C23 3.060 0.460 1.268  -0.33
H14 -3.898 4.256 0.534  0.10
O2 1.703 -1.574 -3.889  -0.13
C24 2.379 -1.161 -7.981  -0.14
C25 -1.910 3.642 -0.039  -0.12
C26 2.246 1.111 2.327  -0.13
C27 -1.541 -1.673 1.719  -0.30
C28 0.669 2.916 2.401  0.00
H15 -1.078 -0.444 -6.421  0.11
C29 2.881 -3.081 2.084  -0.10
C30 0.069 -0.496 -8.250  -0.14
H16 -0.741 -0.181 -8.894  0.09
C31 -4.829 -0.279 2.268  -0.04
N7 -0.531 1.829 -0.179  0.08
C32 -2.680 5.908 -0.101  -0.13
C33 -2.932 4.580 0.166  -0.04
C34 -1.417 6.338 -0.561  -0.13
H17 0.419 -5.335 2.684  0.11
H18 -5.430 -3.154 3.982  0.08
N8 3.623 -0.785 1.467  0.17
C35 -4.878 -2.431 3.392  -0.13
C36 3.830 -5.159 2.722  -0.11
C37 -0.640 4.081 -0.510  -0.13
H19 4.695 -5.780 2.925  0.09
C38 2.115 0.849 3.676  -0.02
C39 -0.119 -0.641 -6.882  -0.02
H20 0.581 5.761 -1.098  0.10


This record from the Open Molecules 2025 dataset describes a structure of composition C51H62BrN3O6PReS2 at a distorted geometry. The level of theory is ωB97M-V with the def2-TZVPD basis set.

Output
F_max in eV/Å: 2.809
Charge: +1
E in Ha: -6386.1849
Energy above the lowest of the compared OMol25 structures with the same formula, charge and spin in eV: 0.585
Spin multiplicity: 4

Last column: Löwdin spin population.
Geometry (Å):
C1 -1.499 -0.440 -2.765  0.03
C2 -1.112 -1.672 4.863  0.00
H1 -3.363 -3.585 4.147  0.00
C3 -2.407 -1.232 4.188  0.00
C4 -1.244 6.732 2.011  0.00
H2 -4.501 -1.520 0.316  0.00
C5 1.196 -3.693 0.959  0.00
N1 -1.409 -2.181 2.008  0.02
C6 -3.082 -3.407 3.112  0.00
P1 1.059 -2.212 -0.095  0.04
C7 0.095 -4.640 -3.255  0.00
H3 -2.003 7.488 1.808  0.00
H4 -3.875 -3.763 2.453  0.00
C8 3.082 -0.542 0.775  0.00
C9 0.231 -4.108 1.884  0.00
O1 -2.607 0.199 1.023  0.07
H5 -1.102 -2.743 5.085  0.00
H6 1.615 -1.136 -2.707  0.00
H7 2.231 1.523 -5.026  0.00
H8 -0.550 7.134 2.752  0.00
C10 0.696 1.365 2.494  0.00
H9 0.233 1.773 -5.242  0.00
H10 2.348 0.785 -1.358  0.00
H11 -0.978 -1.139 5.804  0.00
C11 -0.281 1.151 -4.523  -0.01
H12 -0.859 2.564 5.013  0.00
C12 0.212 1.163 -3.214  0.03
C13 3.923 0.562 5.219  0.00
H13 -1.056 2.390 -6.937  0.00
H14 -3.980 0.309 -5.825  0.00
H15 -5.723 -0.431 -0.394  0.00
C14 -1.070 3.608 5.236  0.00
N2 -0.952 4.417 2.867  0.00
H16 -5.514 -0.493 1.380  0.00
H17 3.347 -1.499 5.052  0.00
H18 -2.497 5.667 3.409  0.00
C15 -1.915 5.457 2.510  0.00
H19 -3.370 -1.417 2.272  0.00
C16 3.712 -1.974 -1.052  0.00
H20 -3.484 0.605 3.738  0.00
C17 -1.353 0.392 -4.971  0.02
C18 5.306 -0.434 -0.109  0.00
H21 0.006 1.027 -7.353  0.00
C19 4.356 0.003 0.800  0.00
H22 0.672 4.253 4.160  0.00
H23 5.727 -1.773 -1.734  0.00
C20 0.456 -5.279 2.620  0.00
C21 -0.528 3.498 1.992  0.00
C22 -2.495 0.285 4.072  0.00
C23 1.230 3.456 -3.254  0.00
H24 -1.443 1.351 -8.304  0.00
H25 4.267 2.679 5.165  0.00
H26 -2.303 0.732 5.047  0.00
H27 2.446 3.119 3.560  0.00
H28 1.531 -1.050 3.460  0.00
H29 2.328 -0.189 1.456  0.00
H30 4.716 0.368 5.929  0.00
C24 1.854 1.069 3.412  0.00
H31 -0.472 5.549 4.517  0.00
C25 3.668 1.859 4.793  0.00
C26 1.188 -2.119 -2.858  0.00
C27 1.512 1.968 -2.989  0.00
H32 -1.772 0.678 3.362  0.00
C28 -5.012 -0.564 0.418  0.00
C29 4.983 -1.424 -1.030  0.00
C30 -0.385 4.505 4.217  0.00
H33 2.805 0.404 -3.784  0.00
H34 3.477 -2.735 -1.784  0.00
O2 -0.244 0.408 -0.948  0.23
H35 -2.200 -0.940 -8.044  0.00
C31 -0.489 0.391 -2.268  0.00
C32 2.641 2.110 3.898  0.00
O3 -1.895 -4.180 2.845  0.02
H36 3.443 -6.213 1.352  0.00
C33 2.127 -0.229 3.832  0.00
H37 1.754 -6.925 3.027  0.00
C34 -1.034 -3.411 2.198  0.03
H38 2.130 4.042 -3.061  0.00
H39 -0.333 -5.621 -3.411  0.00
H40 -2.592 5.057 1.766  0.00
H41 0.047 -4.801 -1.119  0.00
H42 -0.695 3.832 6.235  0.00
C35 0.313 -4.179 -1.965  0.00
C36 -1.959 -0.458 -4.051  0.00
N3 0.325 2.596 2.539  0.03
C37 0.967 -2.581 -4.146  0.00
C38 2.151 1.829 -1.603  0.00
H43 4.595 0.769 1.526  0.00
H44 -3.245 -1.555 4.815  0.00
H45 3.079 -4.166 0.058  0.00
C39 -1.851 -0.971 -7.010  0.00
C40 0.420 -3.842 -4.344  0.00
C41 -1.874 0.439 -6.406  0.00
H46 1.537 2.263 -0.820  0.00
H47 6.299 -0.003 -0.108  0.00
C42 0.865 -2.917 -1.761  0.01
H48 -2.150 3.761 5.230  0.00
H49 -0.258 -1.441 4.228  0.00
H50 -2.494 -1.662 -6.462  0.00
H51 -3.348 1.955 -5.908  0.00
H52 -0.696 6.537 1.089  0.00
C43 2.561 1.451 -3.990  0.00
C44 2.546 -5.629 1.511  0.00
Re1 -0.808 -0.781 0.505  2.26
O4 0.269 0.279 1.887  0.13
H53 -0.276 -5.597 3.346  0.00
S1 -3.835 0.776 0.320  0.01
O5 -3.586 1.031 -1.073  0.01
Br1 -2.219 -1.699 -1.514  0.02
H54 3.110 2.354 -1.615  0.00
O6 -4.373 1.833 1.128  0.00
C45 -2.644 -1.971 2.852  0.01
H55 -0.836 -1.374 -7.007  0.00
H56 3.478 2.034 -3.888  0.00
C46 2.337 -4.472 0.782  0.00
C47 2.748 -1.531 -0.143  0.01
C48 -3.315 0.972 -6.381  0.00
H57 -2.771 -1.116 -4.331  0.00
H58 0.923 3.635 -4.286  0.00
C49 -1.033 1.359 -7.293  0.00
C50 1.602 -6.028 2.443  0.00
H59 0.441 3.816 -2.594  0.00
S2 -0.887 3.645 0.349  0.01
C51 3.153 -0.484 4.731  0.00
H60 1.214 -1.950 -4.990  0.00
H61 -3.700 1.067 -7.398  0.00
H62 0.253 -4.204 -5.350  0.00


This record from the Open Molecules 2025 dataset describes the ion C6H14NO with charge -1 at a distorted geometry. The level of theory is ωB97M-V with the def2-TZVPD basis set.

Output
F_max in eV/Å: 3.705
Charge: -1
SMILES: CCN(CC)CC[O-]
E in Ha: -366.9249
Energy above the lowest of the compared OMol25 structures with the same formula, charge and spin in eV: 2.088

Last column: Löwdin charge in e.
Geometry (Å):
H1 -1.172 2.177 -0.849  0.07
C1 -0.214 2.114 -1.385  -0.12
H2 -2.960 -0.449 0.630  0.05
H3 1.169 -0.590 2.488  0.06
H4 -1.529 -0.623 1.625  0.07
C2 0.692 0.969 -0.978  -0.30
H5 2.647 -1.264 1.750  0.06
H6 -1.137 -1.447 -1.132  0.09
N1 0.066 0.127 0.049  -0.19
C3 1.873 -0.488 1.633  -0.11
H7 0.219 3.097 -1.242  0.05
H8 1.649 1.409 -0.639  0.10
H9 -0.525 2.017 -2.449  0.07
H10 1.026 0.411 -1.854  0.10
C4 -2.121 -1.148 0.796  -0.53
H11 2.190 0.555 1.545  0.05
H12 1.763 -1.123 -0.349  0.10
C5 -1.121 -0.529 -0.525  -0.20
H13 0.510 -1.933 0.673  0.11
C6 0.968 -0.961 0.438  -0.27
O1 -2.187 -2.436 0.852  -0.33
H14 -1.803 0.115 -1.075  0.06